Computed, not measured: an isolated molecule of C16H30N2O2 at a distorted geometry, with wB97M-V/def2-TZVPD.

Calculated values
SMILES string: CC(C)NC[C@H](O)CO/N=C1/C[C@H]2[C@@H](C[C@@H]1C)C2(C)C
Total charge: 0
Highest occupied orbital energy, eV: -8.32
Kohn-Sham gap, eV: 9.134

Atoms and positions in Å:
C1 0.531 3.895 4.414
C2 1.992 3.538 4.098
C3 2.758 4.797 3.834
N1 1.968 2.672 2.899
C4 3.150 1.810 2.574
C5 2.826 0.957 1.351
O1 2.482 1.771 0.238
C6 1.612 0.099 1.587
O2 1.300 -0.579 0.405
N2 0.055 -1.203 0.406
C7 -0.459 -1.665 -0.734
C8 -1.838 -2.221 -0.702
C9 -2.690 -1.463 -1.748
C10 -2.131 -1.324 -3.152
C11 -0.724 -1.904 -3.279
C12 0.182 -1.561 -2.082
C13 1.403 -2.506 -2.221
C14 -3.401 -2.183 -2.900
C15 -4.803 -1.614 -3.112
C16 -3.295 -3.697 -3.122
H1 -0.105 3.011 4.461
H2 0.502 4.438 5.367
H3 0.091 4.509 3.613
H4 2.484 3.000 4.958
H5 2.246 5.373 3.083
H6 3.755 4.604 3.422
H7 2.845 5.373 4.719
H8 1.673 3.175 2.053
H9 4.052 2.444 2.363
H10 3.422 1.156 3.429
H11 3.713 0.374 1.062
H12 1.986 1.288 -0.439
H13 1.830 -0.561 2.441
H14 0.762 0.696 1.897
H15 -1.813 -3.294 -0.955
H16 -2.288 -2.120 0.302
H17 -3.183 -0.580 -1.327
H18 -2.290 -0.405 -3.711
H19 -0.748 -2.981 -3.324
H20 -0.229 -1.521 -4.181
H21 0.560 -0.558 -2.144
H22 1.772 -2.536 -3.275
H23 2.232 -2.207 -1.560
H24 1.141 -3.535 -1.933
H25 -5.553 -2.191 -2.559
H26 -4.948 -0.572 -2.828
H27 -5.067 -1.737 -4.152
H28 -3.352 -3.977 -4.159
H29 -2.323 -4.099 -2.785
H30 -4.087 -4.188 -2.591

Cartesian forces (eV/Å) of the 6 atoms listed first:
0.18 -0.08 0.27
-0.27 -0.92 -0.63
0.80 -0.17 -0.68
0.52 -1.15 0.08
-0.29 1.58 0.14
-0.54 -0.14 -0.98

---

Computed, not measured: a structure of composition C16H30N6ORhS, with wB97M-V/def2-TZVPD.

Calculated values
Total charge: +1
Highest occupied orbital energy (spin up / spin down), eV: -8.06 / -9.62
Spin multiplicity: 5
Kohn-Sham gap (spin up / spin down), eV: 5.628 / 4.950

Atoms and positions in Å:
Rh1 0.248 -0.590 0.448
C1 -1.981 -2.428 1.782
C2 -1.920 -1.141 2.642
N1 -1.229 0.027 2.053
C3 -0.393 0.884 2.930
C4 1.113 0.581 2.880
N2 1.602 0.665 1.482
C5 3.038 0.315 1.242
C6 3.343 -1.154 0.922
C7 3.021 -1.721 -0.482
N3 1.763 -1.268 -1.153
C8 0.970 -2.280 -1.889
C9 -0.166 -2.931 -1.083
N4 -1.080 -1.886 -0.563
C10 -2.230 -2.351 0.272
H1 -2.807 -3.017 2.187
H2 -1.085 -3.021 1.957
H3 -1.410 -1.397 3.571
H4 -2.936 -0.839 2.910
H5 -1.896 0.628 1.587
H6 -0.728 0.852 3.970
H7 -0.535 1.912 2.590
H8 1.343 -0.419 3.248
H9 1.623 1.308 3.518
H10 1.466 1.613 1.141
H11 3.611 0.591 2.131
H12 3.388 0.963 0.435
H13 2.907 -1.785 1.692
H14 4.425 -1.259 1.036
H15 3.005 -2.809 -0.413
H16 3.850 -1.467 -1.147
H17 2.060 -0.566 -1.820
H18 1.597 -3.064 -2.323
H19 0.506 -1.747 -2.723
H20 0.195 -3.513 -0.236
H21 -0.694 -3.614 -1.757
H22 -1.449 -1.358 -1.350
H23 -2.511 -3.352 -0.065
H24 -3.074 -1.698 0.042
O1 0.740 -1.924 1.475
N5 -2.717 4.585 -3.434
C11 -1.403 4.319 -3.228
S1 -0.247 5.289 -3.940
C12 -1.070 3.194 -2.392
C13 -2.031 2.333 -1.775
C14 -1.638 1.288 -1.002
N6 -0.322 0.972 -0.750
C15 0.615 1.810 -1.337
C16 0.291 2.865 -2.118
H25 -2.949 5.371 -4.014
H26 -3.460 4.049 -3.028
H27 -3.096 2.477 -1.894
H28 -2.388 0.648 -0.545
H29 1.656 1.578 -1.135
H30 1.068 3.482 -2.548

Cartesian forces (eV/Å) of the 6 atoms listed first:
0.22 -0.02 -0.08
0.04 0.01 0.03
-0.09 -0.02 -0.06
0.12 0.20 0.00
0.01 0.03 0.04
-0.01 0.03 -0.01

---

Computed, not measured: an isolated molecule of C16H30N8O at a distorted geometry, with wB97M-V/def2-TZVPD.

Calculated values
SMILES string: CCN(CC)CCNc1nc2nonc2nc1NCCN(CC)CC
Total charge: 0
Highest occupied orbital energy, eV: -8.45
Kohn-Sham gap, eV: 8.555

Atoms and positions in Å:
C1 -3.262 -1.067 1.035
C2 -2.259 -2.175 1.332
N1 -1.333 -2.376 0.227
C3 -1.979 -2.943 -0.956
C4 -1.952 -1.969 -2.133
C5 -0.137 -3.099 0.629
C6 0.988 -2.922 -0.394
N2 1.230 -1.520 -0.630
C7 2.421 -0.935 -0.409
N3 3.423 -1.701 -0.056
C8 4.602 -1.067 0.103
N4 5.771 -1.543 0.457
O1 6.604 -0.483 0.467
N5 5.998 0.671 0.128
C9 4.749 0.355 -0.109
N6 3.714 1.139 -0.475
C10 2.571 0.522 -0.626
N7 1.516 1.235 -1.082
C11 1.556 2.680 -1.126
C12 0.874 3.239 0.130
N8 -0.447 2.637 0.262
C13 -0.791 2.304 1.637
C14 -0.114 1.008 2.078
C15 -1.482 3.390 -0.432
C16 -2.579 2.475 -0.968
H1 -2.737 -0.156 0.762
H2 -3.929 -1.339 0.221
H3 -3.864 -0.873 1.919
H4 -2.799 -3.104 1.584
H5 -1.674 -1.886 2.209
H6 -1.486 -3.876 -1.248
H7 -3.021 -3.193 -0.728
H8 -2.392 -1.018 -1.845
H9 -0.934 -1.795 -2.473
H10 -2.524 -2.377 -2.963
H11 0.202 -2.687 1.583
H12 -0.324 -4.177 0.772
H13 1.914 -3.361 -0.023
H14 0.723 -3.401 -1.342
H15 0.391 -0.972 -0.740
H16 0.582 0.906 -0.874
H17 2.598 2.994 -1.174
H18 1.027 3.003 -2.026
H19 1.481 2.966 0.994
H20 0.832 4.336 0.082
H21 -0.523 3.119 2.329
H22 -1.872 2.168 1.694
H23 -0.404 0.773 3.100
H24 0.969 1.095 2.045
H25 -0.416 0.187 1.434
H26 -1.926 4.161 0.219
H27 -1.018 3.900 -1.278
H28 -3.120 1.987 -0.162
H29 -3.290 3.055 -1.551
H30 -2.146 1.711 -1.609

Cartesian forces (eV/Å) of the 6 atoms listed first:
0.15 -0.27 0.16
-0.12 0.22 0.02
0.11 -0.06 0.19
-0.02 0.25 -0.29
-0.13 -0.32 0.13
0.20 -0.02 -0.14

---

Computed, not measured: a structure of composition C16H31BaBr2N4O2 at a distorted geometry, with wB97M-V/def2-TZVPD.

Calculated values
Total charge: 0
Highest occupied orbital energy (spin up / spin down), eV: -7.12 / -7.28
Spin multiplicity: 2
Kohn-Sham gap (spin up / spin down), eV: 6.946 / 7.111

Atoms and positions in Å:
Ba1 0.444 0.842 -0.022
C1 -1.002 1.856 -2.314
C2 0.333 1.133 -2.743
N1 1.579 1.530 -2.101
C3 1.763 2.947 -1.849
C4 2.154 3.446 -0.457
N2 1.254 3.197 0.657
C5 -0.057 3.822 0.670
C6 -1.035 3.588 -0.496
N3 -1.332 2.250 -0.959
H1 -1.773 1.153 -2.628
H2 -1.090 2.748 -2.944
H3 0.359 1.336 -3.820
H4 0.235 0.049 -2.621
H5 2.376 1.100 -2.545
H6 0.844 3.448 -2.142
H7 2.511 3.338 -2.547
H8 2.314 4.531 -0.577
H9 3.121 3.013 -0.186
H10 1.727 3.367 1.532
H11 0.040 4.918 0.731
H12 -0.540 3.501 1.598
H13 -0.700 4.185 -1.349
H14 -1.971 4.050 -0.169
H15 -2.216 1.879 -0.648
Br1 5.190 -0.603 1.813
C7 4.537 -1.144 3.455
Br2 1.364 -0.315 2.583
H16 4.340 -0.361 4.166
H17 3.992 -2.071 3.469
C8 -3.202 -0.011 1.507
C9 -2.478 -1.130 0.736
C10 -3.397 -1.628 -0.390
C11 -2.190 -2.279 1.712
O1 -1.291 -0.645 0.213
H18 -4.089 -0.377 2.032
H19 -3.525 0.777 0.817
H20 -2.510 0.414 2.237
H21 -4.393 -1.890 -0.023
H22 -2.958 -2.508 -0.866
H23 -3.498 -0.847 -1.150
H24 -3.109 -2.692 2.138
H25 -1.545 -1.915 2.514
H26 -1.657 -3.073 1.189
O2 1.704 -1.383 -0.865
N4 1.304 -2.545 -0.441
C12 1.985 -3.156 0.549
C13 1.619 -4.409 0.985
C14 0.536 -5.053 0.407
C15 -0.167 -4.394 -0.588
C16 0.223 -3.134 -0.985
H27 2.795 -2.570 0.956
H28 2.183 -4.870 1.783
H29 0.236 -6.038 0.736
H30 -1.038 -4.839 -1.049
H31 -0.301 -2.539 -1.714

Cartesian forces (eV/Å) of the 6 atoms listed first:
1.14 -3.99 3.62
-0.40 0.48 -0.72
-0.25 0.10 -0.53
0.82 0.46 -1.03
-0.23 0.64 -0.95
0.52 0.44 0.22

---

In order of appearance, ΔE to the lowest compared entry with this formula, charge and spin = 446.4, 18.0, 0.0, 280.8 kJ/mol.